# 1
The following is a DFT calculation (ωB97M-V with the def2-TZVPD basis set) of C35H45N4O4P2SSbTi as an isolated structure.

```
93
Properties=species:S:1:pos:R:3
Ti 0.092 0.122 0.037
N -1.338 -1.362 0.969
C -2.081 -2.081 -0.102
C -2.386 -3.517 0.316
C -3.210 -4.382 -0.643
C -4.540 -3.775 -1.104
N -4.428 -2.960 -2.317
C -4.244 -3.460 -3.536
N -4.158 -2.635 -4.580
N -4.155 -4.772 -3.728
C -1.283 -1.917 -1.399
O -1.182 -2.785 -2.225
O -0.754 -0.700 -1.495
H -0.869 -2.046 1.557
H -1.983 -0.869 1.579
H -3.013 -1.526 -0.263
H -2.913 -3.465 1.274
H -1.436 -4.030 0.496
H -3.435 -5.313 -0.120
H -2.594 -4.630 -1.505
H -4.967 -3.129 -0.337
H -5.278 -4.561 -1.278
H -4.525 -1.958 -2.249
H -4.264 -1.642 -4.454
H -4.006 -2.981 -5.511
H -4.174 -5.420 -2.961
H -4.066 -5.155 -4.654
O -1.348 1.567 0.189
P -1.897 2.395 -0.981
C -0.625 2.571 -2.267
P 1.037 2.751 -1.554
O 1.307 1.499 -0.687
C 1.085 4.220 -0.566
C 1.386 4.147 0.792
C 1.422 5.311 1.546
C 1.145 6.531 0.945
C 0.842 6.603 -0.410
C 0.820 5.450 -1.174
C 2.208 2.846 -2.874
C 1.887 2.664 -4.216
C 2.892 2.720 -5.171
C 4.203 2.949 -4.785
C 4.527 3.132 -3.443
C 3.533 3.088 -2.485
C -3.305 1.577 -1.742
C -4.308 1.135 -0.871
C -5.469 0.575 -1.377
C -5.649 0.481 -2.756
C -4.658 0.922 -3.622
C -3.478 1.460 -3.116
C -2.418 3.999 -0.437
C -2.141 4.411 0.865
C -2.537 5.676 1.272
C -3.194 6.517 0.385
C -3.470 6.104 -0.915
C -3.087 4.841 -1.329
H -0.859 3.422 -2.910
H -0.615 1.651 -2.860
H 1.602 3.188 1.246
H 1.673 5.270 2.597
H 1.177 7.437 1.535
H 0.641 7.560 -0.872
H 0.617 5.509 -2.238
H 0.866 2.483 -4.529
H 2.651 2.589 -6.218
H 4.981 2.995 -5.536
H 5.551 3.323 -3.153
H 3.776 3.255 -1.441
H -4.185 1.264 0.199
H -6.258 0.260 -0.707
H -6.582 0.098 -3.151
H -4.818 0.900 -4.694
H -2.721 1.813 -3.805
H -1.626 3.745 1.544
H -2.338 6.007 2.282
H -3.504 7.501 0.710
H -3.992 6.764 -1.594
H -3.320 4.507 -2.335
C 4.224 -1.065 0.310
Sb 2.350 -1.606 -0.530
C 2.704 -1.307 -2.602
C 2.388 -3.724 -0.375
H 5.034 -1.498 -0.275
H 4.288 -1.433 1.333
H 4.311 0.020 0.306
H 3.370 -2.082 -2.974
H 3.158 -0.327 -2.741
H 1.748 -1.351 -3.122
H 3.307 -4.091 -0.827
H 1.528 -4.133 -0.901
H 2.359 -4.018 0.673
S 1.403 0.110 3.545
C 0.826 0.162 2.164
```

Summary:
ΔE to the lowest compared entry with this formula, charge and spin, kcal/mol: 9.9
Strongest force on any atom, Eh/bohr: 0.00759
Charge: +3
⟨S²⟩: 0.754
LUMO energy (spin up / spin down), eV: -8.4 / -8.3
E_HOMO (spin up / spin down), eV: -15.78 / -15.93
Kohn-Sham gap (spin up / spin down), eV: 7.40 / 7.62
Calculated total energy, Ha: -4050.69740
Spin multiplicity: 2


# 2
The following is a DFT calculation (ωB97M-V with the def2-TZVPD basis set) of C35H46AsF15Ge2ReS5Si4 as an isolated structure in a non-equilibrium geometry.

```
109
Properties=species:S:1:pos:R:3
Re -0.556 -0.174 0.433
S 3.203 3.283 0.168
As 1.695 1.926 -0.521
S 1.732 -0.239 -0.047
S -0.466 2.111 -0.510
S 3.063 2.763 -1.959
F -3.703 -2.501 -0.605
C -4.996 -2.601 -0.158
C -5.661 -1.464 0.241
C -6.986 -1.634 0.616
F -7.718 -0.577 0.962
C -7.611 -2.874 0.629
F -8.870 -2.988 0.998
C -6.894 -3.994 0.238
F -7.451 -5.186 0.239
C -5.574 -3.850 -0.168
F -4.878 -4.927 -0.558
Ge -4.891 0.334 0.209
S -2.686 0.628 0.670
C -5.642 1.358 1.667
C -5.515 0.841 2.945
F -4.955 -0.379 3.100
C -5.940 1.511 4.071
F -5.781 0.979 5.276
C -6.538 2.757 3.921
F -6.952 3.417 4.982
C -6.702 3.300 2.654
F -7.279 4.479 2.509
C -6.253 2.595 1.549
F -6.443 3.136 0.344
C -5.081 1.114 -1.561
C -5.766 0.493 -2.596
F -6.225 -0.764 -2.450
C -5.991 1.103 -3.816
F -6.633 0.458 -4.780
C -5.519 2.391 -4.027
F -5.719 2.983 -5.184
C -4.821 3.044 -3.020
F -4.357 4.265 -3.218
C -4.613 2.398 -1.815
F -3.947 3.058 -0.865
C -0.417 -1.876 6.439
C -1.819 -1.411 6.066
C -1.902 0.018 5.518
C -1.869 0.139 3.989
Ge -0.159 -0.051 3.041
C 0.914 1.600 3.129
C 1.284 2.044 4.548
C 2.071 1.008 5.345
C 3.347 0.551 4.649
H -0.423 -2.908 6.789
H -0.014 -1.262 7.246
H 0.288 -1.814 5.606
H -2.441 -1.477 6.960
H -2.274 -2.097 5.340
H -1.127 0.637 5.978
H -2.852 0.456 5.834
H -2.198 1.139 3.686
H -2.589 -0.554 3.548
H 0.682 -1.261 3.505
H 0.325 2.376 2.633
H 1.817 1.439 2.530
H 0.377 2.316 5.093
H 1.875 2.962 4.473
H 1.440 0.137 5.552
H 2.319 1.432 6.319
H 3.123 -0.031 3.748
H 3.953 -0.075 5.304
H 3.960 1.405 4.349
C 5.454 -4.541 0.398
Si 5.149 -2.752 0.211
C 4.923 -1.725 1.704
C 5.046 -1.993 -1.449
Si -1.199 -2.187 0.950
Si -2.315 -3.176 -3.475
C -0.626 -2.505 -3.691
C -3.756 -2.200 -4.022
C -2.497 -4.818 -2.702
Si -1.959 -4.128 2.184
C -1.955 -5.650 1.105
C -3.653 -3.674 2.846
C -0.658 -4.220 3.520
H 6.515 -4.663 0.659
H 5.273 -5.105 -0.515
H 4.888 -4.964 1.230
H 5.340 -0.724 1.581
H 5.355 -2.203 2.585
H 3.849 -1.600 1.886
H 5.634 -1.073 -1.490
H 4.007 -1.702 -1.642
H 5.377 -2.675 -2.231
H -0.300 -2.011 -2.766
H -0.579 -1.761 -4.487
H 0.073 -3.314 -3.910
H -3.875 -1.358 -3.330
H -4.682 -2.774 -4.027
H -3.581 -1.778 -5.015
H -1.535 -5.271 -2.469
H -3.054 -5.486 -3.367
H -3.095 -4.728 -1.793
H -2.756 -5.637 0.367
H -2.127 -6.514 1.752
H -1.002 -5.808 0.598
H -4.413 -4.323 2.409
H -3.955 -2.640 2.669
H -3.664 -3.828 3.927
H 0.295 -4.601 3.151
H -1.025 -4.920 4.277
H -0.483 -3.269 4.023
```

Summary:
Strongest force on any atom, Eh/bohr: 0.02034
Charge: +3
LUMO energy, eV: -8.6
E_HOMO, eV: -15.16
Kohn-Sham gap, eV: 6.59
Calculated total energy, Ha: -12475.08432


# 3
The following is a DFT calculation (ωB97M-V with the def2-TZVPD basis set) of C35H46AuBFN9O3 as an isolated structure.

```
96
Properties=species:S:1:pos:R:3
Au -0.093 -0.030 0.368
C 2.269 0.895 2.775
C 2.807 2.086 1.995
C 2.666 3.368 2.828
C 2.154 2.321 0.660
C 2.556 3.239 -0.316
C 1.561 3.238 -1.273
N 0.613 2.369 -0.914
N 0.980 1.814 0.276
B -0.750 2.080 -1.600
N -0.858 0.684 -2.268
C -0.937 0.405 -3.571
C -1.094 -0.956 -3.728
C -1.121 -1.489 -2.434
N -0.979 -0.481 -1.571
C -1.420 -2.918 -2.070
C -1.161 -3.274 -0.614
C -2.878 -3.222 -2.439
N -1.786 2.088 -0.456
C -2.862 2.826 -0.176
C -3.395 2.396 1.027
C -2.580 1.350 1.464
N -1.631 1.192 0.528
C -2.649 0.563 2.741
C -1.918 -0.775 2.673
C -2.126 1.414 3.903
H 2.784 0.828 3.732
H 2.410 -0.050 2.258
H 1.204 1.022 2.995
H 3.871 1.927 1.801
H 1.613 3.570 3.036
H 3.080 4.235 2.313
H 3.185 3.255 3.779
H 3.434 3.861 -0.289
H 1.447 3.821 -2.171
H -0.985 2.930 -2.404
H -0.897 1.200 -4.296
H -1.232 -1.494 -4.650
H -0.777 -3.541 -2.698
H -1.795 -2.681 0.049
H -0.125 -3.125 -0.326
H -1.413 -4.320 -0.442
H -3.555 -2.609 -1.841
H -3.106 -4.270 -2.244
H -3.080 -3.018 -3.490
H -3.171 3.609 -0.848
H -4.262 2.784 1.532
H -3.708 0.357 2.913
H -0.823 -0.637 2.657
H -2.238 -1.377 1.821
H -2.113 -1.361 3.571
H -1.070 1.653 3.757
H -2.225 0.870 4.842
H -2.675 2.350 3.990
F 4.654 1.095 -6.019
C 4.592 0.024 -5.193
C 3.800 0.101 -4.085
C 3.755 -0.955 -3.176
C 2.921 -0.822 -1.962
O 2.260 0.196 -1.776
C 3.021 -1.925 -1.046
C 3.794 -2.993 -1.371
N 4.492 -3.137 -2.519
C 5.297 -4.322 -2.736
C 4.754 -5.650 -2.325
C 4.872 -5.310 -3.783
C 4.522 -2.093 -3.433
C 5.305 -2.167 -4.590
C 5.370 -1.107 -5.484
N 6.187 -1.188 -6.624
C 5.964 -0.368 -7.806
C 6.827 -0.890 -8.950
N 6.871 -2.393 -8.908
C 7.534 -2.918 -7.640
C 7.482 -1.829 -6.577
C 2.407 -2.014 0.319
O 2.873 -2.769 1.134
O 1.289 -1.374 0.666
H 3.225 0.995 -3.886
H 3.874 -3.802 -0.658
H 6.357 -4.140 -2.598
H 3.756 -5.686 -1.913
H 5.449 -6.355 -1.895
H 3.952 -5.096 -4.310
H 5.644 -5.793 -4.366
H 5.853 -3.074 -4.797
H 6.210 0.688 -7.671
H 4.910 -0.422 -8.083
H 7.860 -0.556 -8.885
H 6.427 -0.583 -9.914
H 7.369 -2.743 -9.727
H 5.920 -2.757 -8.970
H 8.549 -3.218 -7.892
H 6.963 -3.793 -7.336
H 8.290 -1.104 -6.723
H 7.658 -2.280 -5.604
```

Summary:
ΔE to the lowest compared entry with this formula, charge and spin, kcal/mol: 46.7
Strongest force on any atom, Eh/bohr: 0.00913
Charge: +2
LUMO energy, eV: -6.6
E_HOMO, eV: -12.73
Kohn-Sham gap, eV: 6.09
Calculated total energy, Ha: -2339.72702